Below is the molecule C6H15N3O2S in a non-equilibrium geometry, with properties calculated with ωB97M-V/def2-TZVPD.

Results
Frontier orbital gap: 0.3546 Eh
SMILES: CN(C)[S@](=N)(=O)N1CCOCC1
Energy relative to the best compared isomer or geometry (same formula, charge and spin): 8.5 kcal per mole

Geometry as ORCA input:
```
! wB97M-V def2-TZVPD RIJCOSX def2/J DEFGRID3
* xyz 0 1
C -0.13 1.70 -1.34
N 0.29 0.40 -1.70
C -0.58 -0.50 -2.40
S 1.52 -0.40 -0.71
N 2.66 0.64 -0.59
O 1.83 -1.68 -1.29
N 0.92 -0.58 0.83
C 0.01 -1.64 1.05
C -1.52 -1.25 1.21
O -1.60 -0.35 2.26
C -0.81 0.80 2.09
C 0.74 0.50 1.72
H 0.85 2.22 -0.94
H -0.48 2.17 -2.18
H -0.97 1.66 -0.58
H -0.02 -1.38 -2.46
H -1.59 -0.57 -2.03
H -0.62 -0.38 -3.49
H 2.64 1.12 -1.46
H 0.34 -1.94 2.02
H 0.14 -2.42 0.22
H -1.83 -0.69 0.20
H -2.20 -2.08 1.38
H -0.84 1.46 2.94
H -1.16 1.37 1.19
H 1.18 1.49 1.47
H 1.24 0.32 2.60
*
```

Here are the Mulliken charges for atoms 1 to 4, given in e: -0.741, -0.040, -1.080, 1.249

---

Below is a cluster of 2 separate species, C6H15N3O2S in total in a non-equilibrium geometry, with properties calculated with ωB97M-V/def2-TZVPD.

Results
Frontier orbital gap (alpha / beta): 0.2008 / 0.2878 Eh
Energy relative to the best compared isomer or geometry (same formula, charge and spin): 84.9 kcal per mole

Geometry as ORCA input:
```
! wB97M-V def2-TZVPD RIJCOSX def2/J DEFGRID3
* xyz 0 1
C 1.95 -2.02 -0.82
C 2.24 1.95 -0.04
C 0.70 -1.96 0.10
C -1.08 -0.30 0.49
C 1.45 1.45 1.15
C 0.49 -0.53 0.23
N -1.87 1.18 -1.03
N -1.54 1.03 0.23
N -4.25 -0.18 0.51
O -4.88 -0.74 1.37
O 1.35 0.08 1.20
S -4.46 -0.27 -1.06
H 1.59 -1.54 -1.78
H 2.81 -1.38 -0.35
H 2.30 -3.09 -1.01
H 2.32 3.09 -0.25
H 3.13 1.56 -0.11
H 1.57 1.72 -0.97
H 0.97 -2.38 1.04
H -0.13 -2.44 -0.35
H -1.24 -0.45 1.57
H -1.50 -1.11 -0.03
H 0.45 1.86 1.05
H 1.74 1.83 2.18
H 0.77 0.17 -0.60
H -2.36 2.15 -1.22
H -2.53 0.34 -1.52
*
```

Here are the Mulliken charges for atoms 1 to 4, given in e: -1.033, -1.054, -0.535, -1.014

---

Below is the ion C6H15N4 with charge +1 in a non-equilibrium geometry, with properties calculated with ωB97M-V/def2-TZVPD.

Results
Frontier orbital gap: 0.4011 Eh
SMILES: N[N@H+]1CC[C@@H]2CCNCN21
Energy relative to the best compared isomer or geometry (same formula, charge and spin): 68.0 kcal per mole

Geometry as ORCA input:
```
! wB97M-V def2-TZVPD RIJCOSX def2/J DEFGRID3
* xyz 1 1
N 0.05 2.22 1.56
N 0.42 1.03 0.95
C 1.14 0.09 1.85
C 0.81 -1.40 1.41
C -0.24 -1.09 0.26
C 0.49 -1.35 -1.09
C -0.29 -0.62 -2.20
N -0.63 0.81 -1.87
C -1.44 0.79 -0.68
N -0.74 0.28 0.50
H -0.13 2.89 0.96
H -0.78 2.05 2.13
H 0.97 1.38 0.07
H 0.76 0.21 2.94
H 2.17 0.30 1.72
H 1.77 -1.81 1.06
H 0.60 -1.86 2.34
H -1.07 -1.78 0.24
H 0.58 -2.38 -1.52
H 1.60 -1.01 -0.97
H 0.32 -0.58 -3.22
H -1.18 -1.20 -2.43
H -1.21 1.04 -2.71
H -1.60 1.84 -0.57
H -2.38 0.14 -0.71
*
```

Here are the Mulliken charges for atoms 1 to 4, given in e: -0.884, 0.492, -0.376, -0.926

---

Below is a cluster of 2 separate species, C6H15N4 in total in a non-equilibrium geometry, with properties calculated with ωB97M-V/def2-TZVPD.

Results
Frontier orbital gap: 0.2899 Eh
Energy relative to the best compared isomer or geometry (same formula, charge and spin): 73.6 kcal per mole

Geometry as ORCA input:
```
! wB97M-V def2-TZVPD RIJCOSX def2/J DEFGRID3
* xyz 1 1
C 2.07 -0.07 -1.59
C 2.06 0.45 -0.11
C -2.09 1.24 0.22
C -1.91 -0.68 1.81
C -1.80 -0.92 -0.73
C -1.92 -0.20 0.42
N 1.51 -1.43 -1.55
N 1.11 -1.73 -0.33
N 1.57 -0.93 0.56
N 3.23 0.99 0.38
H 1.46 0.69 -2.12
H 3.06 0.07 -2.01
H -1.52 1.87 0.90
H -3.11 1.41 0.30
H -1.72 1.39 -0.83
H -1.96 -1.81 1.72
H -0.96 -0.29 2.21
H -2.72 -0.44 2.51
H 0.77 -1.70 -2.22
H -1.68 -0.48 -1.72
H 1.26 1.09 0.14
H 1.22 -1.11 1.52
H 4.12 0.69 -0.09
H -1.48 -2.05 -0.77
H 3.24 1.94 0.72
*
```

Here are the Mulliken charges for atoms 1 to 4, given in e: -0.474, 0.122, -1.356, -1.102

---

Below is the ion C6H15N4O with charge +1 in a non-equilibrium geometry, with properties calculated with ωB97M-V/def2-TZVPD.

Results
Frontier orbital gap: 0.3499 Eh
SMILES: C/N=[N+](\[O-])N1CC[NH+](C)CC1
Energy relative to the best compared isomer or geometry (same formula, charge and spin): 111.3 kcal per mole

Geometry as ORCA input:
```
! wB97M-V def2-TZVPD RIJCOSX def2/J DEFGRID3
* xyz 1 1
C 1.50 -0.29 -3.39
N 1.36 -0.53 -1.98
N 0.34 -1.14 -1.48
O -0.59 -1.57 -2.18
N 0.34 -1.36 -0.12
C -0.97 -1.42 0.48
C -1.51 -0.07 0.73
N -0.58 0.67 1.65
C -1.25 1.89 2.12
C 0.67 0.86 0.88
C 1.27 -0.59 0.62
H 2.58 -0.64 -3.65
H 1.60 0.75 -3.72
H 0.79 -1.00 -4.01
H -0.78 -1.98 1.43
H -1.78 -2.02 -0.22
H -1.56 0.39 -0.26
H -2.50 0.24 1.09
H -0.42 0.03 2.46
H -1.82 2.29 1.31
H -1.77 1.64 2.96
H -0.49 2.59 2.38
H 1.48 1.32 1.36
H 0.34 1.40 -0.05
H 2.12 -0.44 0.01
H 1.64 -1.01 1.57
*
```

Here are the Mulliken charges for atoms 1 to 4, given in e: -0.742, -0.705, 1.292, -0.710

---

Below is the ion C6H15N4O2 with charge +1 in a non-equilibrium geometry, with properties calculated with ωB97M-V/def2-TZVPD.

Results
Frontier orbital gap: 0.3426 Eh
SMILES: CNN/C(C(=[NH2+])OC)=C(\O)NC
Energy relative to the best compared isomer or geometry (same formula, charge and spin): 109.7 kcal per mole

Geometry as ORCA input:
```
! wB97M-V def2-TZVPD RIJCOSX def2/J DEFGRID3
* xyz 1 1
C -2.59 -2.26 -0.01
N -1.23 -2.20 0.42
N -0.48 -1.64 -0.68
C 0.16 -0.41 -0.36
C 0.85 -0.18 0.93
N 0.69 -1.21 1.80
O 1.36 1.06 1.22
C 1.81 1.47 2.57
C 0.12 0.61 -1.34
O -0.66 0.23 -2.36
N 0.62 1.80 -1.30
C 0.52 2.79 -2.27
H -2.62 -2.78 -1.04
H -3.26 -2.73 0.67
H -3.01 -1.28 -0.23
H -0.87 -3.12 0.44
H 0.11 -2.43 -1.05
H -0.07 -1.96 1.53
H 0.99 -1.00 2.80
H 2.89 1.15 2.69
H 1.11 1.31 3.40
H 1.79 2.54 2.39
H -0.95 -0.67 -2.06
H 1.32 1.95 -0.53
H 0.62 3.68 -1.73
H 1.23 2.58 -3.17
H -0.44 2.68 -2.73
*
```

Here are the Mulliken charges for atoms 1 to 4, given in e: -0.840, -0.564, -0.368, 0.430

---

Below is a structure of composition C6H15N4ORe in a non-equilibrium geometry, with properties calculated with ωB97M-V/def2-TZVPD.

Results
Frontier orbital gap (alpha / beta): 0.2249 / 0.2132 Eh
Energy relative to the best compared isomer or geometry (same formula, charge and spin): 3.2 kcal per mole

Geometry as ORCA input:
```
! wB97M-V def2-TZVPD RIJCOSX def2/J DEFGRID3
* xyz 1 4
C -2.74 -1.54 -2.78
Re -0.82 -1.17 -0.88
N 0.20 -0.01 -2.38
H -2.01 -1.76 0.14
H -2.70 -0.64 -2.22
H -3.68 -2.01 -2.39
H -1.88 -2.26 -2.68
H -2.63 -1.11 -3.80
H 1.20 -0.26 -2.36
H 0.17 1.00 -2.19
H -0.07 -0.11 -3.36
C 2.41 -1.27 2.43
N 1.51 -0.21 1.97
C 1.65 1.10 2.40
C 0.85 2.08 1.86
C -0.14 1.74 0.93
N -0.35 0.41 0.65
C 0.56 -0.50 1.06
O 0.52 -1.64 0.46
N -0.85 2.57 0.16
H 3.07 -0.86 3.19
H 3.00 -1.67 1.61
H 1.82 -2.08 2.86
H 2.45 1.26 3.14
H 0.97 3.13 2.13
H -0.85 3.57 0.37
H -1.66 2.22 -0.32
*
```

Here are the Mulliken charges for atoms 1 to 4, given in e: -1.005, 0.453, -0.771, -0.183

---

Below is a cluster of 2 separate species, C6H15NO in total in a non-equilibrium geometry, with properties calculated with ωB97M-V/def2-TZVPD.

Results
Frontier orbital gap (alpha / beta): 0.0995 / 0.3143 Eh
Energy relative to the best compared isomer or geometry (same formula, charge and spin): 66.3 kcal per mole

Geometry as ORCA input:
```
! wB97M-V def2-TZVPD RIJCOSX def2/J DEFGRID3
* xyz -1 2
C -1.06 1.79 -1.67
C -0.78 1.25 -0.23
C -0.29 -0.14 -0.10
C -1.00 -1.06 0.58
C 1.10 -0.37 -0.49
C 1.88 0.26 0.78
N -2.11 1.10 -2.44
H -0.12 1.62 -2.17
H -1.13 2.84 -1.60
H -0.08 1.97 0.20
H -1.65 1.35 0.37
H -2.05 -0.93 0.48
H -0.35 -1.68 1.08
H 1.43 0.04 -1.41
H 1.24 -1.52 -0.48
H 3.00 -0.04 0.62
H 1.53 1.29 0.83
H 1.55 -0.10 1.77
H -2.95 1.30 -1.91
H -2.05 0.11 -2.44
H 0.51 -3.02 3.08
H 1.78 -2.96 2.09
O 1.62 -3.09 3.04
*
```

Here are the Mulliken charges for atoms 1 to 4, given in e: -0.858, -1.013, 1.423, -2.533

---

Below is a cluster of 2 separate species, C6H15NO in total in a non-equilibrium geometry, with properties calculated with ωB97M-V/def2-TZVPD.

Results
Frontier orbital gap: 0.3608 Eh
SMILES: C=CCC[C@@H](C)N.O
Energy relative to the best compared isomer or geometry (same formula, charge and spin): 54.2 kcal per mole

Geometry as ORCA input:
```
! wB97M-V def2-TZVPD RIJCOSX def2/J DEFGRID3
* xyz 0 1
C 0.61 0.54 -2.95
C 0.00 -0.43 -2.26
C -0.75 -0.18 -0.99
C -0.01 -0.73 0.25
C -0.91 -0.84 1.54
C 0.03 -0.76 2.72
N -1.79 0.36 1.69
H 1.09 0.47 -3.91
H 0.75 1.57 -2.62
H 0.21 -1.42 -2.65
H -1.63 -0.82 -1.09
H -0.92 0.89 -0.85
H 0.33 -1.73 -0.05
H 0.89 -0.16 0.51
H -1.57 -1.70 1.53
H 0.69 -1.61 2.90
H -0.62 -0.66 3.61
H 0.73 0.07 2.83
H -2.52 0.18 1.01
H -1.29 1.23 1.52
O 2.15 1.73 -0.61
H 3.03 1.78 -0.98
H 1.50 2.23 -1.13
*
```

Here are the Mulliken charges for atoms 1 to 4, given in e: -0.932, -0.078, -0.394, -0.525

---

Below is a cluster of 2 separate species, C6H15NO in total in a non-equilibrium geometry, with properties calculated with ωB97M-V/def2-TZVPD.

Results
Frontier orbital gap: 0.3061 Eh
SMILES: CCC/C(C)=C/N.O
Energy relative to the best compared isomer or geometry (same formula, charge and spin): 39.4 kcal per mole

Geometry as ORCA input:
```
! wB97M-V def2-TZVPD RIJCOSX def2/J DEFGRID3
* xyz 0 1
C 1.79 -2.95 -1.04
C 0.46 -2.23 -0.88
C 0.61 -0.74 -0.55
C -0.70 -0.13 -0.04
C -1.83 -0.06 -1.04
C -0.82 0.29 1.21
N -2.02 0.62 1.84
H 1.89 -3.45 -2.00
H 2.59 -2.20 -1.07
H 2.06 -3.63 -0.23
H -0.10 -2.72 -0.09
H -0.18 -2.31 -1.77
H 1.41 -0.43 0.14
H 0.84 -0.13 -1.42
H -2.05 -1.07 -1.36
H -1.53 0.60 -1.86
H -2.67 0.48 -0.62
H 0.01 0.23 1.91
H -2.88 0.34 1.40
H -2.09 0.96 2.78
O 1.91 6.37 1.30
H 1.18 6.67 1.84
H 2.13 5.48 1.55
*
```

Here are the Mulliken charges for atoms 1 to 4, given in e: -1.114, -0.340, -0.804, 0.293